(1)
Below is 7 unconnected molecules or ions with the total composition C24H52NO12S6 at a distorted geometry, with properties calculated with ωB97M-V with the def2-TZVPD basis set.

```
95
Properties=species:S:1:pos:R:3:forces:R:3
N 0.1730 -0.3608 -1.1701 -0.38 10.12 -3.08
H -0.7370 0.0952 -1.1311 -0.51 0.55 1.61
H 0.7020 0.4112 -1.7491 -0.60 -2.41 1.41
H -0.0830 -1.0698 -1.6411 -1.42 -6.95 -5.25
H 0.5650 -0.6458 -0.3921 2.59 -1.07 5.74
C 5.7770 -0.1378 2.2909 -0.09 -1.26 -2.47
C 6.2920 0.8642 1.2739 1.56 0.06 0.98
C 5.0810 1.7582 1.0319 1.14 0.01 -1.67
S 3.6110 0.8452 1.3879 -0.82 2.38 3.16
O 2.7800 0.8152 0.2199 -0.60 -0.63 -0.89
O 3.0680 1.5332 2.5979 0.61 -1.88 -1.93
C 4.3920 -0.6928 1.8769 3.97 6.47 -2.34
H 5.7220 0.3972 3.1309 -0.86 1.96 3.66
H 6.4690 -0.8998 2.5389 0.66 -1.10 -0.20
H 6.8280 0.3362 0.4629 -0.88 0.61 -0.26
H 7.1050 1.4312 1.8149 -0.80 -0.34 -0.78
H 4.9940 2.1302 0.0279 -0.06 -0.21 -0.81
H 5.1000 2.6752 1.5809 -0.13 0.19 1.03
H 4.5550 -1.3228 1.1429 0.04 -3.25 -3.77
H 3.9940 -1.0188 2.6619 -3.88 -3.02 6.09
C -6.6370 2.6792 -0.3451 -3.11 -1.84 -3.80
C -5.9560 3.9492 -0.6391 1.56 -0.51 -4.55
C -4.3620 3.6462 -0.3131 -2.85 2.98 -3.30
S -4.1530 1.9842 -0.2521 -0.10 -2.66 -0.34
O -3.9560 1.6942 1.1369 0.28 -0.73 0.91
O -3.2440 1.4772 -1.2521 0.57 0.23 0.04
C -5.7680 1.5092 -0.7411 -0.67 1.05 4.72
H -7.6850 2.5272 -0.9501 2.36 0.62 1.52
H -6.8870 2.7182 0.6549 -0.48 -0.59 2.29
H -6.4320 4.5612 -0.0211 -0.98 3.42 2.86
H -6.3410 4.4602 -1.7551 2.08 -1.74 2.81
H -4.0280 4.0322 0.6139 0.62 0.96 0.42
H -3.9380 3.9282 -1.2851 0.86 0.63 0.86
H -6.0430 0.6672 -0.1451 0.02 -0.91 -0.11
H -5.7870 1.3682 -1.7181 -0.01 -0.98 -4.42
C -5.0500 -3.9758 0.8009 -1.70 2.51 -1.43
C -4.8570 -3.1848 2.0949 -0.48 -0.99 -0.42
C -4.0340 -1.9508 1.8199 1.70 -1.36 2.69
S -3.5610 -1.9748 0.1729 -2.62 0.36 -0.73
O -2.2090 -1.5848 0.0429 2.29 0.50 -0.74
O -4.6310 -1.2478 -0.4621 0.34 -0.31 -1.07
C -3.7550 -3.7328 -0.0721 -2.62 -1.01 0.44
H -5.9840 -3.4268 0.2749 2.03 -2.04 0.63
H -5.1970 -4.9848 1.1709 -0.37 -0.32 -1.17
H -4.5240 -4.0558 2.6759 0.81 1.43 1.19
H -5.7870 -2.8158 2.4659 -0.81 -0.40 0.47
H -3.0830 -2.0568 2.3389 0.15 0.32 0.36
H -4.5160 -1.0578 2.1819 0.03 0.52 -0.58
H -2.9350 -4.2418 0.3879 0.79 -0.24 0.16
H -4.0050 -4.1688 -1.0571 0.72 0.97 0.12
C -0.6290 -4.0798 3.1179 -1.12 -1.39 -0.73
C -0.2170 -2.9178 4.0349 0.44 -2.30 1.26
C 1.2750 -2.6548 3.9169 -0.09 -3.12 0.12
S 1.6650 -3.0658 2.2059 2.18 -2.47 0.17
O 2.9070 -3.8598 2.1869 -1.41 1.41 -0.14
O 1.5320 -1.9358 1.3239 0.12 0.95 -0.11
C 0.3010 -4.0908 1.8809 1.31 -4.29 4.45
H -1.7700 -4.2228 2.9519 1.68 1.34 -0.31
H -0.5050 -5.0708 3.4569 0.74 -0.96 1.57
H -0.5030 -3.0908 5.1089 0.00 0.49 -1.22
H -0.7150 -2.1868 3.5409 -1.71 3.12 -0.46
H 1.7680 -3.4458 4.6099 -0.06 1.85 -1.33
H 1.5680 -1.6448 3.9299 0.46 1.29 1.01
H 0.5760 -5.1788 1.5539 0.52 1.49 1.66
H -0.0910 -3.9738 1.0239 -3.24 2.78 -6.17
C 1.2590 4.8452 -2.2731 1.44 -4.61 -0.20
C 2.2460 4.2272 -1.2031 -1.61 -2.46 -0.24
C 1.4270 4.2992 0.1379 -0.05 4.32 -3.35
S -0.2290 3.9592 -0.3011 0.15 0.40 0.06
O -1.0060 4.9502 0.3949 -0.66 -0.61 -0.18
O -0.4260 2.5502 -0.2561 -0.73 -1.91 1.05
C -0.1520 4.2262 -2.0081 -1.41 4.23 -3.54
H 1.7620 4.6252 -3.2481 -1.17 0.67 0.44
H 1.1490 5.8162 -2.0151 0.18 3.37 0.16
H 3.1830 4.7462 -1.1781 0.44 0.32 0.15
H 2.5080 3.0252 -1.4141 -0.82 3.16 0.43
H 1.3360 5.3332 0.5959 0.76 -1.35 -0.36
H 1.7790 3.5592 0.6809 1.32 -3.20 3.55
H -0.9570 5.0712 -2.3441 1.81 -1.62 1.27
H -0.4950 3.4762 -2.7111 0.47 -1.00 0.69
C 3.7280 -0.9608 -2.3581 3.28 1.59 -2.40
C 3.4330 -2.2948 -2.9371 2.65 -1.34 -1.51
C 3.1530 -2.0308 -4.4081 1.74 -4.62 -1.40
S 2.3440 -0.4968 -4.6361 -0.52 -1.92 0.91
O 0.9500 -0.6318 -4.1241 2.01 0.65 -0.89
O 2.7370 0.0422 -5.9011 -1.02 0.48 -0.41
C 3.3620 0.1732 -3.3771 -0.40 0.16 0.41
H 4.8440 -0.8458 -2.1391 -1.66 -0.07 0.14
H 3.1250 -0.7068 -1.6011 -1.50 0.38 3.61
H 2.5950 -2.7678 -2.5861 -2.09 -0.93 1.59
H 4.3130 -3.0888 -2.8021 -1.82 1.83 -0.41
H 2.7970 -3.0098 -4.8551 -0.90 1.49 0.23
H 4.1470 -2.1258 -4.8911 -0.39 1.46 -0.19
H 2.7170 0.9242 -2.9561 0.12 0.67 0.61
H 4.1640 0.6452 -3.9081 0.59 0.19 -0.06
```
Forces are in eV/Å.

The value obtained for the orbital gap is 10.1 eV. As for the energy above the lowest of the compared OMol25 structures with the same formula, charge and spin: 0.583 eV. As for the total charge: +1. The HOMO energy comes out at -11.995 eV.

(2)
Below is 10 unconnected molecules or ions with the total composition C24H52O18S6 at a distorted geometry, with properties calculated with ωB97M-V with the def2-TZVPD basis set.

```
100
Properties=species:S:1:pos:R:3:forces:R:3
C 3.1228 -2.3947 -2.8786 -0.89 0.58 -0.30
C 4.2740 -1.6074 -3.5491 -4.36 0.17 -3.60
O 5.2131 -1.6208 -2.6389 3.77 0.83 1.54
C 5.0000 -2.5245 -1.7141 1.76 -0.44 3.28
O 5.7582 -2.6690 -0.7764 -1.43 -0.40 -1.50
O 3.8227 -3.1254 -1.9124 0.67 -0.96 0.80
H 2.5184 -3.0961 -3.4537 0.33 0.26 -0.41
H 2.4443 -1.7369 -2.3354 -0.18 0.26 -0.08
H 4.0101 -0.5757 -3.7817 -0.26 0.05 0.04
H 4.5091 -2.0684 -4.5084 0.61 -0.22 0.03
C 0.4760 4.8787 3.0385 -0.20 1.83 0.79
C -0.3556 5.3506 1.8756 -1.30 -1.04 -0.66
O 0.5302 6.1773 1.0135 -5.49 -0.43 1.06
C 1.7261 5.9607 1.3471 1.01 -2.99 2.73
O 2.6217 6.2488 0.6604 2.66 0.51 -0.03
O 1.7375 5.1260 2.5620 3.31 1.52 -2.21
H 0.4540 3.8850 3.4859 -0.51 -0.31 -0.83
H 0.2443 5.5631 3.8546 0.24 0.09 0.47
H -1.2473 5.8628 2.2370 0.28 0.52 -0.56
H -0.6811 4.4652 1.3295 0.03 0.32 -0.69
C 1.3340 1.3184 -5.4222 0.65 -0.49 -1.32
C 0.6104 1.7531 -4.2228 0.46 1.35 1.04
O -0.1624 0.6416 -3.8001 -0.54 0.30 1.25
C 0.1150 -0.4107 -4.5219 0.29 -1.64 -2.11
O -0.2534 -1.5618 -4.3625 0.56 2.00 0.18
O 0.8758 -0.0054 -5.6019 -0.54 -1.56 -0.07
H 2.4154 1.2475 -5.3056 0.02 0.30 -0.01
H 1.0860 2.0057 -6.2311 0.13 -0.63 -0.53
H -0.0210 2.6028 -4.4827 -0.12 -0.14 0.83
H 1.4056 1.9510 -3.5040 -0.82 0.47 0.78
C -5.1894 2.8115 -1.9220 -0.94 0.38 0.08
C -4.4502 1.5579 -1.4808 -2.15 0.19 -0.65
O -3.3533 1.5263 -2.3597 0.66 0.71 0.12
C -3.0992 2.8351 -2.7500 -2.56 -1.03 2.15
O -2.0840 3.2159 -3.1309 3.24 0.88 -1.80
O -4.1457 3.6276 -2.4564 -0.45 -0.33 -0.06
H -5.7256 3.3251 -1.1239 0.54 0.17 0.22
H -5.9837 2.6333 -2.6469 0.39 -0.14 -0.53
H -5.0934 0.7145 -1.7322 0.25 -0.27 0.54
H -4.2801 1.6695 -0.4100 0.91 -0.53 -0.05
C 2.0391 -3.4794 0.7202 1.64 0.53 -0.09
S 2.8062 -4.1606 2.2887 -2.04 -1.58 -0.89
O 2.4165 -5.6957 2.1652 1.89 3.29 0.16
C 4.5918 -3.6275 2.0319 0.50 -1.02 -0.62
H 2.3699 -2.4473 0.6038 -0.27 0.37 0.49
H 0.9525 -3.5252 0.6482 0.20 -0.28 0.67
H 2.5291 -3.9206 -0.1478 -0.20 -0.70 0.24
H 5.1433 -3.4583 2.9568 -0.65 -0.54 0.47
H 4.8613 -2.7365 1.4649 -1.17 0.18 -0.33
H 5.0830 -4.4246 1.4739 -0.01 -0.20 0.12
C 3.0783 4.2483 -1.6015 -0.14 -0.41 1.27
S 3.4674 2.8961 -0.3886 -0.60 0.29 -0.97
O 2.2598 1.9778 -0.3472 0.98 0.46 -0.45
C 4.7483 2.1621 -1.4897 -1.35 -1.04 -0.37
H 2.2437 4.8211 -1.1973 -0.02 -0.21 -0.06
H 2.8198 3.8182 -2.5691 0.33 0.11 0.01
H 3.9385 4.9154 -1.5449 0.06 -0.07 -0.52
H 4.9504 1.1609 -1.1092 0.93 0.39 0.69
H 5.5637 2.8301 -1.7675 0.10 -0.21 0.62
H 4.2636 1.8396 -2.4112 -0.44 0.59 -0.37
C -4.7300 -1.3004 2.8014 0.32 0.98 0.04
S -6.4330 -1.8565 2.4522 1.42 -1.19 0.71
O -6.0954 -3.3151 2.2372 -0.84 0.37 -0.32
C -7.0714 -1.6977 4.1635 0.57 -0.05 0.82
H -4.2965 -1.9009 3.6012 -0.38 0.09 0.23
H -4.6391 -0.2284 2.9767 -0.32 0.08 0.54
H -4.0450 -1.4217 1.9623 -0.61 -0.49 -0.50
H -6.6575 -2.4733 4.8078 0.28 -0.45 -0.49
H -8.1478 -1.7632 4.3222 0.00 0.21 -0.75
H -6.6738 -0.7978 4.6329 -0.25 0.40 -0.38
C 0.7655 -1.4352 4.2083 0.92 -1.51 0.03
S 2.3569 -0.5307 4.5315 -1.90 0.08 -2.27
O 2.5731 0.2657 3.2230 -0.23 -0.77 2.48
C 1.6538 0.6105 5.8309 1.11 -0.17 -2.27
H 0.4942 -1.9654 5.1212 -0.37 0.47 0.30
H 0.9934 -2.2871 3.5677 0.62 0.05 -0.21
H -0.0682 -1.0106 3.6491 0.21 1.02 0.54
H 2.5723 1.1934 5.8991 -0.37 0.47 0.98
H 1.2632 0.1262 6.7259 0.25 0.10 -0.22
H 0.9482 1.1487 5.1981 -0.31 0.22 0.59
C -0.9244 1.1218 1.0126 0.74 -0.98 0.82
S -1.7512 -0.4472 0.4831 1.50 0.74 -1.63
O -1.0694 -1.6703 1.0450 -0.35 0.45 0.14
C -1.0624 -0.2926 -1.2506 -2.01 0.13 0.35
H -1.2734 2.0026 0.4735 -0.50 -0.25 0.12
H 0.1550 1.0777 0.8676 0.15 -0.35 -0.44
H -1.0092 1.1616 2.0986 -0.52 0.37 0.01
H -0.0918 -0.7775 -1.3557 0.01 0.48 0.28
H -1.2168 0.7388 -1.5675 1.01 0.13 0.33
H -1.7981 -0.7118 -1.9370 0.09 -0.74 0.03
C -3.4655 -4.0689 0.3052 -0.09 -0.49 0.15
S -2.5996 -5.0066 -1.0048 0.07 1.34 -1.21
O -3.4819 -5.3164 -2.1957 0.73 0.25 1.58
C -1.3604 -3.7894 -1.6112 0.49 0.45 0.12
H -4.5053 -4.3940 0.3404 -0.18 0.36 -0.48
H -3.2385 -3.0279 0.0751 -0.41 -0.03 -0.01
H -3.1083 -4.2985 1.3091 0.64 -0.23 -0.23
H -1.8139 -2.8136 -1.7851 -0.83 -0.40 -0.44
H -0.8343 -4.1376 -2.5000 -0.42 -0.33 0.03
H -0.6193 -3.4624 -0.8818 -0.03 -0.91 0.68
```
Forces are in eV/Å.

The spin multiplicity is 2. The value obtained for the orbital gap (alpha / beta) is 7.7 / 3.0 eV. As for the total charge: +1. The HOMO energy (alpha / beta) comes out at -10.300 / -10.299 eV.

What is the formula in the second record?
C24H52O18S6

Which value of total charge does entry 2 give?
+1